1.
C43H43NO7PbS5Te as an isolated structure. Source: the OMol25 dataset; level of theory: ωB97M-V/def2-TZVPD.

## Properties
* HOMO-LUMO gap: 4.977 eV
* energy relative to the best compared isomer or geometry (same formula, charge and spin): 33.4 kcal per mole
* HOMO energy: -1.38 eV
* molar mass: 1180.95 g mol⁻¹
* E_LUMO: 0.1321 hartree
* energy: -4697.74014 Ha
* net charge: -2

Each line ends with the Löwdin charge.
Cartesian coordinates (Å):
Pb 0.18 0.10 -0.32  1.18
C 1.22 2.44 3.24  -0.51
C 2.59 2.61 2.59  -0.51
S 2.66 2.06 0.87  0.79
C 4.12 1.00 0.87  -0.55
C 4.11 -0.19 1.83  -0.53
S 2.72 -1.31 1.56  0.82
C 2.01 -1.51 3.22  -0.52
C 1.63 -0.24 3.99  -0.50
S 0.44 0.81 3.14  0.83
H 0.49 3.09 2.76  0.06
H 1.28 2.74 4.29  0.08
H 3.37 2.08 3.15  0.06
H 2.85 3.67 2.59  0.06
H 5.01 1.61 1.06  0.07
H 4.16 0.65 -0.16  0.04
H 4.08 0.14 2.87  0.05
H 5.04 -0.75 1.71  0.07
H 2.69 -2.10 3.83  0.08
H 1.12 -2.12 3.04  0.06
H 2.52 0.36 4.21  0.06
H 1.20 -0.54 4.95  0.08
O -0.98 -2.59 -3.75  -0.02
C -0.26 -1.72 -3.23  -0.62
O -0.39 -1.37 -2.01  -0.26
C 0.83 -1.10 -4.12  -0.13
C 0.86 -1.63 -5.42  -0.05
C 1.77 -1.23 -6.38  -0.12
C 2.70 -0.25 -6.04  -0.12
C 2.70 0.28 -4.77  -0.17
C 1.78 -0.12 -3.77  -0.60
S 2.00 0.74 -2.24  0.49
H 0.12 -2.38 -5.65  0.10
H 1.75 -1.66 -7.37  0.08
H 3.43 0.10 -6.76  0.09
H 3.41 1.05 -4.50  0.07
C -5.62 3.20 -3.75  -0.07
C -4.38 2.94 -2.92  -0.28
C -3.32 3.80 -2.87  0.00
C -2.18 3.54 -2.10  -0.07
C -1.11 4.56 -2.22  -0.30
O -1.09 5.34 -3.16  0.07
C -0.05 4.83 -1.18  -0.15
C 1.29 4.80 -1.54  -0.03
C 2.25 5.36 -0.71  -0.10
C 1.88 5.96 0.49  -0.12
C 0.54 5.96 0.87  -0.09
C -0.42 5.39 0.04  -0.03
C -2.07 2.35 -1.31  -0.30
O -0.96 2.09 -0.72  -0.25
C -3.20 1.45 -1.34  -0.05
C -4.28 1.78 -2.14  0.01
C -3.32 0.18 -0.55  -0.20
N -2.46 -0.24 0.30  0.02
C -2.66 -1.41 1.05  -0.28
C -2.00 -1.57 2.25  -0.25
Te -3.16 -0.40 4.53  0.66
C -2.77 1.64 4.15  -0.72
C -2.81 2.15 2.84  -0.16
C -2.53 3.49 2.58  -0.10
C -2.21 4.36 3.61  -0.13
C -2.15 3.86 4.91  -0.13
C -2.42 2.52 5.18  -0.19
C -4.56 -0.65 -0.79  -0.22
C -4.55 -1.62 -1.78  -0.02
C -5.67 -2.42 -1.98  -0.08
C -6.80 -2.25 -1.19  -0.11
C -6.81 -1.28 -0.20  -0.09
C -5.69 -0.48 0.00  -0.03
H -5.49 4.12 -4.34  0.07
H -6.51 3.33 -3.13  0.07
H -5.82 2.38 -4.44  0.07
H -3.32 4.72 -3.46  0.12
H 1.58 4.35 -2.48  0.12
H 3.30 5.32 -0.99  0.10
H 2.63 6.41 1.13  0.09
H 0.24 6.40 1.81  0.09
H -1.46 5.40 0.32  0.11
H -5.12 1.09 -2.19  0.11
H -1.13 -2.77 0.69  0.06
H -3.52 -2.04 0.87  0.11
H -1.06 -1.05 2.43  -0.03
H -2.09 -2.54 2.73  0.04
H -3.04 1.49 2.02  0.07
H -2.57 3.83 1.55  0.08
H -1.99 5.40 3.41  0.08
H -1.89 4.53 5.73  0.08
H -2.35 2.15 6.19  0.07
H -3.66 -1.76 -2.38  0.13
H -5.66 -3.19 -2.75  0.10
H -7.67 -2.88 -1.34  0.09
H -7.68 -1.16 0.44  0.10
H -5.68 0.26 0.79  0.13
C 0.42 -4.40 -1.34  -0.13
S 0.13 -4.51 0.38  0.51
O 1.36 -4.83 1.04  -0.31
O -1.05 -5.29 0.62  -0.30
O -0.16 -3.01 0.72  -0.26
H 0.67 -5.41 -1.67  0.07
H 1.24 -3.71 -1.50  0.08
H -0.49 -4.03 -1.84  0.06


2.
C43H44BrCaCl5N6O4P as an isolated structure. Source: the OMol25 dataset; level of theory: ωB97M-V/def2-TZVPD.

## Properties
* HOMO-LUMO gap: 6.867 eV
* energy relative to the best compared isomer or geometry (same formula, charge and spin): 30.0 kcal per mole
* HOMO energy: -9.83 eV
* molar mass: 1037.08 g mol⁻¹
* E_LUMO: -0.1089 hartree
* energy: -8188.44773 Ha
* net charge: +1

Each line ends with the Löwdin charge.
Cartesian coordinates (Å):
Ca -0.36 0.21 0.00  1.25
C 1.71 -1.04 2.26  -0.16
C 0.38 -0.87 3.01  -0.11
C -0.48 -2.09 2.85  -0.29
C -0.83 -2.89 3.93  0.00
C -1.56 -4.04 3.70  -0.05
C -1.92 -4.36 2.40  -0.05
C -1.55 -3.48 1.40  -0.13
N -0.85 -2.38 1.60  0.11
N 1.84 -0.12 1.13  -0.23
C 2.96 -0.49 0.27  -0.14
C 2.92 -1.86 -0.34  -0.27
C 4.12 -2.43 -0.77  -0.01
C 4.11 -3.69 -1.35  -0.05
C 2.90 -4.35 -1.47  -0.05
C 1.76 -3.71 -1.02  -0.14
N 1.76 -2.49 -0.48  0.10
C 2.11 1.23 1.63  -0.16
C 1.95 2.31 0.61  -0.27
C 2.50 3.57 0.85  0.00
C 2.25 4.59 -0.05  -0.03
C 1.49 4.32 -1.17  -0.03
C 1.01 3.03 -1.35  -0.16
N 1.22 2.05 -0.48  0.01
H 1.76 -2.06 1.86  0.11
H 2.56 -0.92 2.96  0.14
H -0.16 -0.04 2.55  0.07
H 0.54 -0.66 4.06  0.13
H -0.53 -2.62 4.93  0.12
H -1.85 -4.68 4.53  0.11
H -2.48 -5.25 2.18  0.11
H -1.82 -3.69 0.37  0.10
H 3.92 -0.41 0.82  0.14
H 3.00 0.23 -0.56  0.12
H 5.05 -1.89 -0.64  0.12
H 5.03 -4.14 -1.69  0.11
H 2.84 -5.34 -1.90  0.11
H 0.79 -4.19 -1.09  0.11
H 3.12 1.29 2.07  0.14
H 1.40 1.46 2.43  0.08
H 3.10 3.74 1.73  0.12
H 2.65 5.59 0.13  0.12
H 1.26 5.09 -1.89  0.11
H 0.43 2.77 -2.22  0.08
Cl -2.79 7.10 0.94  0.69
C -2.15 5.50 1.05  -0.72
C -2.37 4.58 0.02  -0.70
Cl -3.24 5.04 -1.38  0.70
C -1.89 3.29 0.13  -0.58
Cl -2.17 2.15 -1.12  0.83
C -1.17 2.82 1.26  -0.51
O -0.74 1.63 1.37  -0.37
C -0.95 3.81 2.26  -0.59
Cl -0.07 3.31 3.65  0.75
C -1.42 5.10 2.16  -0.70
Cl -1.09 6.24 3.41  0.71
Br -5.78 3.45 5.22  0.76
C -4.97 2.37 3.89  -0.68
C -5.61 2.18 2.68  -0.11
C -5.00 1.41 1.70  -0.01
C -3.75 0.81 1.93  -0.27
C -3.13 1.02 3.17  -0.01
C -3.73 1.79 4.14  -0.11
N -3.11 0.07 0.97  0.09
C -3.75 -0.62 0.11  -0.09
C -3.05 -1.36 -0.93  -0.27
C -3.78 -2.14 -1.84  0.01
C -3.09 -2.93 -2.75  -0.03
C -1.71 -2.94 -2.70  -0.02
C -1.08 -2.10 -1.80  -0.19
N -1.72 -1.31 -0.96  -0.05
H -6.57 2.62 2.49  0.11
H -5.48 1.31 0.74  0.11
H -2.19 0.54 3.37  0.10
H -3.23 1.96 5.08  0.11
H -4.84 -0.75 0.15  0.14
H -4.85 -2.14 -1.82  0.12
H -3.62 -3.55 -3.45  0.12
H -1.12 -3.57 -3.35  0.11
H 0.00 -2.06 -1.72  0.05
C 2.55 2.12 -6.03  -0.06
C 2.58 1.70 -4.57  -0.29
O 1.27 1.35 -4.18  -0.32
P 0.83 0.18 -3.11  0.88
O 0.67 -1.09 -4.16  -0.33
C 1.70 -1.99 -4.54  -0.29
C 1.21 -2.76 -5.76  -0.06
O -0.73 0.53 -3.05  -0.41
C -1.57 0.60 -4.22  -0.26
C -1.75 2.02 -4.73  -0.06
H 3.54 2.41 -6.37  0.08
H 1.86 2.96 -6.16  0.08
H 2.20 1.30 -6.65  0.08
H 2.92 2.53 -3.94  0.11
H 3.27 0.86 -4.43  0.10
H 1.92 -2.67 -3.70  0.10
H 2.62 -1.45 -4.79  0.11
H 0.28 -3.28 -5.54  0.07
H 1.95 -3.48 -6.08  0.08
H 1.02 -2.06 -6.58  0.08
H -2.53 0.18 -3.91  0.12
H -1.14 -0.03 -5.01  0.11
H -2.16 2.65 -3.94  0.05
H -2.45 2.01 -5.56  0.09
H -0.80 2.42 -5.05  0.07


3.
C43H44ClF2N4O6SiZr as an isolated structure. Source: the OMol25 dataset; level of theory: ωB97M-V/def2-TZVPD.

## Properties
* HOMO-LUMO gap: 7.040 eV
* energy relative to the best compared isomer or geometry (same formula, charge and spin): 77.4 kcal per mole
* HOMO energy: -4.68 eV
* molar mass: 905.61 g mol⁻¹
* E_LUMO: 0.0866 hartree
* energy: -3332.12050 Ha
* net charge: -1

Each line ends with the Löwdin charge.
Cartesian coordinates (Å):
Zr -0.21 0.36 -0.26  1.73
O -0.37 -0.67 1.65  -0.20
C 0.20 -1.54 2.40  -0.33
C -0.29 -1.82 3.70  -0.01
C 0.33 -2.71 4.54  -0.10
C 1.48 -3.40 4.14  -0.12
C 1.98 -3.18 2.88  -0.07
C 1.37 -2.28 2.00  -0.17
C 1.95 -2.03 0.72  -0.07
N 1.41 -1.26 -0.16  -0.13
N 2.13 -1.02 -1.31  0.06
C 2.36 0.27 -1.41  -0.51
O 1.95 1.11 -0.54  -0.14
C 3.23 0.68 -2.54  -0.14
C 3.62 -0.23 -3.51  -0.05
C 4.48 0.15 -4.52  -0.09
C 4.96 1.45 -4.57  -0.10
C 4.58 2.36 -3.60  -0.09
C 3.71 1.99 -2.59  -0.01
H -1.19 -1.30 4.02  0.11
H -0.08 -2.90 5.52  0.10
H 1.97 -4.09 4.81  0.09
H 2.85 -3.73 2.54  0.10
H 2.91 -2.50 0.49  0.14
H 3.23 -1.24 -3.45  0.10
H 4.78 -0.57 -5.28  0.10
H 5.63 1.74 -5.36  0.09
H 4.97 3.37 -3.64  0.09
H 3.39 2.68 -1.83  0.10
F 0.59 4.79 3.29  0.03
C -0.27 3.86 2.78  -0.27
C 0.18 2.93 1.85  -0.04
C -0.68 1.94 1.36  -0.14
C -2.01 1.91 1.85  -0.14
C -2.42 2.90 2.74  -0.20
F -3.71 2.98 3.19  0.03
C -1.58 3.88 3.22  0.05
C -2.88 0.82 1.39  -0.19
C -4.04 0.43 2.08  0.01
C -4.80 -0.63 1.62  -0.06
C -4.39 -1.29 0.47  -0.05
C -3.25 -0.84 -0.16  -0.14
N -2.51 0.16 0.29  0.01
H 1.20 2.98 1.51  0.11
H -1.93 4.62 3.91  0.12
H -4.36 0.94 2.97  0.10
H -5.68 -0.95 2.15  0.10
H -4.95 -2.13 0.08  0.10
H -2.92 -1.31 -1.09  0.07
C -1.31 -2.13 -3.80  -0.25
Si -0.98 -0.41 -2.82  0.57
C 0.04 0.41 -4.30  -0.23
C -2.77 0.35 -3.28  -0.25
H -1.86 -1.95 -4.72  0.01
H -1.89 -2.83 -3.21  -0.02
H -0.38 -2.62 -4.08  0.00
H -0.40 0.23 -5.28  0.01
H 1.06 0.03 -4.33  -0.01
H 0.11 1.48 -4.15  -0.01
H -2.77 0.86 -4.24  0.01
H -3.08 1.07 -2.53  -0.01
H -3.54 -0.42 -3.32  0.00
O -0.96 -2.47 -0.23  0.00
C -0.40 -3.54 -0.15  -0.50
C 0.26 -4.24 -1.32  -0.08
C -0.73 -5.38 -1.69  -0.17
C -2.18 -5.20 -1.19  -0.19
C -2.45 -5.62 0.27  -0.17
C -1.87 -4.66 1.32  -0.17
N -0.51 -4.35 0.96  0.07
H 1.23 -4.65 -1.03  0.12
H 0.38 -3.53 -2.13  0.09
H -0.35 -6.34 -1.32  0.10
H -0.76 -5.45 -2.78  0.11
H -2.82 -5.81 -1.83  0.11
H -2.48 -4.16 -1.33  0.10
H -2.03 -6.62 0.42  0.10
H -3.53 -5.69 0.42  0.10
H -1.90 -5.11 2.32  0.12
H -2.43 -3.72 1.34  0.12
H 0.08 -5.18 0.93  0.14
C 1.90 4.90 -3.64  -0.03
C 1.93 5.09 -2.15  -0.19
C 3.16 5.21 -1.52  -0.10
C 3.25 5.46 -0.16  -0.67
Cl 4.81 5.59 0.58  0.65
C 2.11 5.63 0.60  -0.11
C 0.88 5.50 -0.01  0.01
C 0.77 5.21 -1.37  -0.22
O -0.50 5.23 -1.89  -0.04
C -1.04 4.05 -2.49  -0.07
C -1.17 2.84 -1.53  -0.61
O -2.22 2.65 -0.92  0.04
O -0.16 2.08 -1.48  -0.22
H 2.84 5.23 -4.07  0.08
H 1.09 5.49 -4.08  0.09
H 1.76 3.85 -3.89  0.08
H 4.07 5.13 -2.10  0.10
H 2.18 5.85 1.66  0.10
H -0.03 5.62 0.55  0.12
H -0.44 3.73 -3.35  0.10
H -2.04 4.35 -2.83  0.13


4.
C43H44EuF5N6O3PS as an isolated structure. Source: the OMol25 dataset; level of theory: ωB97M-V/def2-TZVPD.

## Properties
* HOMO-LUMO gap (spin up / spin down): 6.633 / 7.224 eV
* HOMO energy (spin up / spin down): -9.56 / -9.57 eV
* molar mass: 1002.86 g mol⁻¹
* <S²>: 12.029
* E_LUMO (spin up / spin down): -0.1075 / -0.0864 hartree
* energy: -4168.33907 Ha
* net charge: +1
* 2S+1: 7

Each line ends with the Löwdin spin population.
Cartesian coordinates (Å):
Eu -0.13 0.06 -0.36  6.10
N -0.46 -0.13 -3.39  0.00
C -1.09 -1.45 -3.29  0.00
C -0.77 -2.36 -4.50  0.00
C 0.70 -2.79 -4.54  0.00
C 0.92 -4.28 -4.22  0.00
N 0.61 -4.62 -2.85  0.00
C 1.34 -4.35 -1.77  0.00
N 2.66 -4.11 -1.85  0.00
N 0.76 -4.49 -0.58  0.00
C -0.59 -2.13 -2.00  0.00
O -1.25 -3.06 -1.53  0.00
O 0.52 -1.72 -1.55  -0.01
H -1.06 0.49 -3.93  0.00
H 0.42 -0.22 -3.89  0.00
H -2.18 -1.33 -3.20  0.00
H -1.02 -1.80 -5.41  0.00
H -1.43 -3.22 -4.47  0.00
H 1.27 -2.21 -3.80  0.00
H 1.13 -2.60 -5.52  0.00
H 1.96 -4.55 -4.44  0.00
H 0.28 -4.89 -4.87  0.00
H -0.39 -4.68 -2.65  0.00
H 3.13 -4.06 -2.73  0.00
H 3.17 -3.92 -1.01  0.00
H -0.23 -4.21 -0.55  0.00
H 1.28 -4.27 0.26  0.00
F -2.12 0.39 6.63  0.00
C -1.66 -0.16 5.49  0.00
C -1.83 0.50 4.28  0.00
F -2.44 1.69 4.22  0.00
C -1.35 -0.09 3.12  0.00
F -1.52 0.55 1.91  0.00
C -0.67 -1.31 3.10  0.00
S -0.07 -1.98 1.64  -0.01
C -0.51 -1.94 4.35  0.00
F 0.15 -3.11 4.40  0.00
C -1.00 -1.38 5.52  0.00
F -0.82 -2.01 6.68  0.00
N 1.26 1.81 -1.83  -0.01
C 1.77 3.08 -1.37  0.00
C 2.20 4.03 -2.29  0.00
C 2.71 5.24 -1.85  0.00
C 2.77 5.52 -0.49  0.00
C 2.32 4.59 0.42  0.00
C 1.82 3.36 -0.01  0.00
P 1.19 2.14 1.21  -0.01
C 2.66 1.87 2.25  0.00
C 2.45 1.12 3.40  0.00
C 3.50 0.84 4.25  0.00
C 4.78 1.28 3.94  0.00
C 5.00 1.99 2.77  0.00
C 3.95 2.29 1.93  0.00
C 0.24 3.30 2.26  0.00
C -1.04 3.61 1.79  0.00
C -1.82 4.52 2.46  0.00
C -1.36 5.10 3.63  0.00
C -0.10 4.78 4.12  0.00
C 0.70 3.89 3.43  0.00
H 0.65 1.97 -2.63  0.00
H 2.04 1.23 -2.16  0.00
H 2.14 3.81 -3.35  0.00
H 3.06 5.97 -2.57  0.00
H 3.17 6.46 -0.15  0.00
H 2.33 4.80 1.47  0.00
H 1.45 0.77 3.63  0.00
H 3.33 0.27 5.16  0.00
H 5.60 1.08 4.62  0.00
H 6.00 2.31 2.52  0.00
H 4.13 2.85 1.03  0.00
H -1.40 3.11 0.89  0.00
H -2.81 4.75 2.09  0.00
H -1.98 5.81 4.16  0.00
H 0.25 5.23 5.03  0.00
H 1.68 3.65 3.82  0.00
C 3.35 -2.15 1.97  0.00
N 4.15 -1.19 1.24  0.00
C 5.56 -1.21 1.54  0.00
C 3.60 -0.33 0.39  0.00
O 2.40 -0.23 0.13  0.00
H 3.40 -1.94 3.05  0.00
H 3.73 -3.16 1.80  0.00
H 2.31 -2.07 1.65  0.00
H 5.98 -2.18 1.29  0.00
H 5.72 -1.02 2.60  0.00
H 6.08 -0.44 0.96  0.00
H 4.35 0.33 -0.09  0.00
C -5.60 -1.14 -0.67  0.00
C -4.35 -1.60 -0.21  0.00
C -3.24 -0.82 -0.39  0.00
C -3.30 0.44 -1.03  0.00
C -2.09 1.22 -1.17  -0.04
C -2.29 2.45 -1.79  0.00
C -3.54 2.92 -2.25  0.00
C -4.66 2.15 -2.11  0.00
C -4.57 0.89 -1.49  0.00
C -5.70 0.06 -1.31  0.00
H -6.48 -1.76 -0.51  0.00
H -4.28 -2.56 0.27  0.00
H -2.27 -1.19 -0.03  0.00
H -1.44 3.13 -1.94  0.00
H -3.60 3.90 -2.70  0.00
H -5.62 2.50 -2.47  0.00
H -6.65 0.40 -1.68  0.00